1.
C26H33F5N2O4SeV as an isolated structure. Source: OMol25; level of theory: wB97M-V/def2-TZVPD.

Its expectation value of S² is 2.019. The LUMO energy (spin up / spin down) is -3.028 / -2.522 eV. Its HOMO-LUMO gap (spin up / spin down) is 7.10 / 7.85 eV.

The geometry in ORCA input format:
```
! RIJCOSX wB97M-V def2-TZVPD def2/J DEFGRID3
* xyz 1 3
H -1.683 3.804 1.645
H 0.771 -0.067 2.401
H 1.335 3.823 2.128
H -4.194 1.467 -0.974
H 2.188 4.001 0.589
Se 0.241 1.908 -2.538
C -2.757 -0.649 -5.134
C -2.923 -0.768 3.331
H 1.366 -1.555 3.168
O 1.237 -1.284 -1.526
C 2.991 -1.856 -0.019
C -0.953 0.862 -3.595
H -1.000 -2.350 3.320
H -0.870 2.890 0.364
C -2.442 -1.047 -3.846
C -1.787 3.417 0.629
C 3.126 -4.332 -1.396
O 1.734 1.635 0.248
H 1.845 -3.889 -3.787
H 0.283 -0.460 4.045
C 1.255 -3.653 -2.904
C 2.316 3.819 1.652
H 0.651 -4.518 -2.631
H -3.872 3.086 0.850
H 3.975 -1.593 -0.429
C -1.883 -0.673 2.412
C -1.904 0.377 1.480
H 0.412 -3.142 1.469
H 3.164 -5.088 -2.174
C -1.557 -0.282 -3.115
H 2.938 4.597 2.087
C -3.009 2.498 0.527
H 4.123 -3.905 -1.296
H 3.589 2.829 3.843
C -3.940 1.197 2.446
F -1.258 -0.717 -1.857
C 0.506 -0.887 3.067
H 2.836 -4.814 -0.462
O -0.939 0.468 0.533
C -2.937 1.330 1.494
H 0.604 -2.811 -3.113
C -2.176 0.496 -5.656
F -2.474 0.879 -6.891
C -0.721 -1.637 2.539
H -3.416 2.947 -1.552
H 3.353 -0.138 2.367
H -4.740 1.928 2.457
C 2.054 -2.161 -1.175
F -0.744 2.324 -5.426
H -2.908 -1.579 4.050
C 3.249 0.131 1.314
C 4.008 2.484 2.898
H 4.395 1.480 3.035
N 2.977 2.527 1.868
N 2.150 -3.318 -1.795
H 4.832 3.139 2.617
H -4.757 0.061 4.073
H -1.304 -3.100 1.052
F -3.600 -1.365 -5.865
C 2.603 1.499 1.138
F -2.972 -2.153 -3.330
C -0.441 -2.478 1.290
C -3.954 0.153 3.354
H -2.459 1.488 -1.316
H 4.244 0.162 0.854
H -1.895 4.265 -0.050
C -1.286 1.232 -4.891
V 0.409 0.371 -0.668
H 3.107 -2.719 0.641
O 2.406 -0.773 0.652
H -0.234 -1.879 0.404
C -3.286 2.070 -0.917
*
```

---

2.
A 2-piece molecular cluster, C26H33N2O3 overall in a non-equilibrium geometry. Source: OMol25; level of theory: wB97M-V/def2-TZVPD.

The LUMO energy is -5.179 eV. Its HOMO-LUMO gap is 3.79 eV.

The geometry in ORCA input format:
```
! RIJCOSX wB97M-V def2-TZVPD def2/J DEFGRID3
* xyz 1 1
C 1.070 2.184 -0.600
H -1.009 -5.843 1.657
H 1.130 4.356 -0.278
H 1.613 0.070 -0.736
H 3.036 -4.956 3.018
H 1.170 3.276 4.173
H 2.360 2.412 5.202
O 3.465 -4.090 1.130
C 2.196 2.886 4.235
C 1.657 0.966 -0.111
C -1.213 5.509 -2.452
H -0.896 7.030 -6.530
H 0.432 5.117 -6.441
H -4.894 -2.643 0.134
C -0.535 4.491 -4.596
H -2.391 6.052 -6.452
N -3.410 -3.656 1.154
C 2.237 2.053 1.968
C 1.360 3.378 0.145
H 0.202 2.481 -4.491
H -3.266 -1.634 1.252
C -2.954 -4.925 1.583
O -1.582 6.584 -4.600
C -0.181 3.330 -3.924
H 3.320 -6.046 1.579
C 2.854 -5.112 1.932
C 3.017 -2.797 1.536
C 1.496 -2.634 1.450
H -4.907 -4.415 -0.124
C -1.101 5.558 -3.848
H 3.508 -2.104 0.833
C -0.778 4.384 -1.795
H 2.688 -0.009 1.511
H 0.919 -5.796 2.490
H -3.681 -3.398 -0.935
C -2.785 -2.493 1.723
C -1.391 6.195 -6.018
H 2.924 3.691 4.070
C 2.260 0.913 1.120
C -1.303 -2.503 1.569
H 3.339 -2.587 2.580
H -0.834 4.350 -0.711
N 0.723 -3.828 1.744
H 2.050 4.238 1.990
H 1.178 -5.642 0.724
C -4.261 -3.532 0.011
C -0.217 3.269 -2.491
C 1.907 3.319 1.414
H -1.037 4.137 -6.680
H -0.804 -1.549 1.378
H 0.303 1.176 -2.326
H -3.575 -5.264 2.444
C -1.481 -4.934 2.063
C 0.319 2.132 -1.797
H -3.129 -5.678 0.790
H -1.510 -5.066 3.166
H 1.273 -2.255 0.437
H -1.653 6.352 -1.932
H -2.999 -2.501 2.816
O 2.414 1.813 3.292
C 1.346 -5.157 1.706
H 1.230 -1.842 2.164
C -0.570 4.895 -6.043
C -0.650 -3.705 1.729
*
```

---

3.
A 2-piece molecular cluster, C26H33N2O5S overall in a non-equilibrium geometry. Source: OMol25; level of theory: wB97M-V/def2-TZVPD.

The LUMO energy is 2.549 eV. Its HOMO-LUMO gap is 5.72 eV.

The geometry in ORCA input format:
```
! RIJCOSX wB97M-V def2-TZVPD def2/J DEFGRID3
* xyz -1 1
S -0.164 1.356 -0.620
H -3.781 0.266 -0.264
C 3.065 0.719 2.989
H 4.399 -0.821 2.285
H -2.854 2.415 -4.621
C 1.687 -1.316 4.314
H -6.550 -3.235 4.174
H 1.356 -2.157 4.934
H -3.187 5.855 -4.331
C -4.333 -1.571 3.113
H -2.237 -1.467 3.332
C -1.183 4.668 -2.704
C 0.504 -0.913 3.425
H -6.048 -0.568 0.322
O -0.302 -1.819 3.169
C -7.846 -1.869 1.849
H -0.818 4.634 1.165
O -0.582 2.511 2.663
H -2.236 5.310 1.993
H -4.445 -2.052 4.084
C -3.944 -0.269 0.672
C 3.321 -0.701 2.469
H -0.667 -0.722 1.367
C -0.754 1.262 3.176
H 1.673 1.662 1.679
H 1.951 -0.479 4.968
N -6.703 -1.692 2.719
C -0.917 2.439 -1.822
C -5.220 -0.720 1.015
O 0.818 2.221 0.003
H -1.892 0.858 -2.912
H 3.696 -2.059 4.114
C -2.832 -0.499 1.517
H -6.374 -1.573 4.795
O 0.246 0.118 -1.232
O -1.719 0.941 3.850
H -7.789 -1.222 0.970
C -3.071 -1.197 2.705
H -0.709 5.120 2.872
C 0.426 0.423 2.831
C -1.786 3.296 2.536
C -2.505 5.124 -4.780
H -0.981 5.738 -2.640
C 2.862 -1.776 3.457
H 2.585 -2.685 2.905
H -2.423 2.815 1.780
H -2.306 3.309 3.503
H -3.045 4.583 -5.561
H 2.825 -0.842 1.499
H 3.274 0.788 4.065
H -1.692 5.690 -5.249
H 3.774 1.404 2.501
C -1.970 4.175 -3.748
C -6.902 -2.197 4.064
H -7.975 -2.169 4.277
C -1.706 1.928 -2.858
C -5.457 -1.343 2.279
C 1.662 1.269 2.708
C -1.470 0.003 1.183
H 0.000 4.201 -0.966
C -2.235 2.800 -3.809
C -0.641 3.810 -1.752
H -7.946 -2.917 1.516
H 1.551 2.159 3.356
C -1.359 4.672 2.114
N -1.416 1.066 0.446
H -8.744 -1.622 2.429
*
```

---

4.
A single C26H33N3O2 molecule. Source: OMol25; level of theory: wB97M-V/def2-TZVPD.

The LUMO energy is 0.643 eV. Its HOMO-LUMO gap is 9.20 eV. As for the SMILES: CCCN(CCC)CCNC(=O)[C@@H]1c2ccccc2C(=O)N2CCc3ccccc3[C@H]12.

The geometry in ORCA input format:
```
! RIJCOSX wB97M-V def2-TZVPD def2/J DEFGRID3
* xyz 0 1
H -0.401 -0.692 -1.191
N 0.103 1.361 0.185
O 0.365 -0.112 1.867
C -0.749 -0.852 -0.168
C -0.020 0.146 0.749
O -2.815 -2.448 2.946
C 1.930 2.910 -0.190
H 3.662 -3.264 2.183
H 0.176 4.576 -2.498
H 4.847 -3.034 0.034
C 1.819 5.705 -1.682
C 1.016 -2.565 0.209
H 2.013 0.722 -2.033
C 1.000 -3.024 2.657
C -2.941 -1.185 0.947
H 1.536 -3.694 3.329
H 2.466 3.763 0.248
H -0.329 -4.533 1.859
H 2.450 5.576 -2.564
H 0.494 7.205 -0.871
C 1.688 -2.463 -1.004
C 1.734 -2.865 1.363
H 0.466 7.096 -2.631
H 0.154 4.716 -0.739
H 0.906 -2.045 3.133
C -2.284 -2.126 1.895
C -2.219 -0.569 -0.071
C 3.111 -3.032 1.284
C 0.805 4.554 -1.602
H -0.991 -3.659 3.269
H -0.155 1.520 -0.777
C -0.476 -2.314 0.230
H -2.314 0.780 -1.733
H 1.272 2.090 1.715
C -2.864 0.308 -0.931
H -5.984 0.170 0.360
H 0.150 3.273 1.005
C -4.215 0.568 -0.779
H 1.899 3.391 -3.487
C -0.396 -3.558 2.360
C 3.058 -2.628 -1.073
H 1.131 -2.262 -1.909
H 3.245 2.957 -2.423
C 2.174 2.794 -2.615
H 1.832 7.861 -1.816
C -4.295 -0.914 1.100
C 1.929 1.317 -2.944
C -4.932 -0.039 0.240
C 0.836 2.449 0.781
H -0.940 -2.952 -0.548
N -1.088 -2.623 1.504
C 1.110 7.050 -1.755
H 2.700 0.975 -3.636
C 0.555 1.113 -3.573
H -4.709 1.248 -1.458
C 3.775 -2.905 0.079
H -4.825 -1.400 1.905
H 0.331 0.055 -3.685
H 0.516 1.574 -4.557
H 2.468 5.687 -0.804
H 2.645 2.093 -0.311
N 1.353 3.215 -1.490
H 3.564 -2.542 -2.023
H -0.213 1.575 -2.957
*
```

---

| no. | E (eV) |
| --- | --- |
| 1 | -143285.129 |
| 2 | -36610.456 |
| 3 | -51549.478 |
| 4 | -36064.903 |